(1)
{
  "formula": "C50H39Cl3MnN6OP2S",
  "method": "ωB97M-V with the def2-TZVPD basis set",
  "symbols": ["Mn", "C", "P", "C", "C", "C", "C", "C", "C", "C", "C", "C", "C", "C", "C", "C", "C", "C", "C", "C", "P", "C", "C", "C", "C", "C", "C", "C", "C", "C", "C", "C", "C", "N", "H", "H", "H", "H", "H", "H", "H", "H", "H", "H", "H", "H", "H", "H", "H", "H", "H", "H", "H", "H", "H", "H", "H", "H", "H", "H", "Cl", "C", "C", "C", "C", "C", "C", "N", "C", "C", "N", "C", "O", "C", "C", "C", "Cl", "S", "C", "C", "C", "Cl", "C", "H", "H", "H", "H", "H", "H", "H", "H", "H", "H", "H", "H", "H", "N", "C", "C", "C", "N", "C", "N"],
  "xyz": [[1.429730, 1.493273, 0.581036], [2.807316, 4.020435, -1.489697], [2.286385, 2.836333, -2.790172], [2.321595, 1.246066, -1.857443], [1.301970, 0.289245, -1.933831], [1.573713, -1.069119, -1.752586], [2.835230, -1.487567, -1.386637], [3.836448, -0.535437, -1.176880], [3.590093, 0.799953, -1.425647], [0.519311, 3.124154, -3.162464], [-0.275582, 4.127649, -2.608315], [-1.540430, 4.388744, -3.123558], [-2.038240, 3.640920, -4.179530], [-1.266024, 2.621993, -4.725949], [0.006293, 2.382638, -4.232140], [1.889455, 4.339528, -0.361352], [1.539576, 5.583893, 0.071398], [0.623587, 5.435281, 1.157247], [0.464653, 4.100366, 1.350833], [-0.334645, 3.350064, 2.361939], [-0.810088, 1.789204, 1.563657], [-1.170587, 0.622425, 2.912027], [-2.300474, -0.195457, 2.852355], [-2.522880, -1.156711, 3.829406], [-1.611263, -1.317446, 4.863948], [-0.480826, -0.511346, 4.925685], [-0.260900, 0.456009, 3.956312], [-2.353321, 2.009936, 0.678302], [-2.396507, 1.829771, -0.699426], [-3.599926, 1.991799, -1.376218], [-4.741515, 2.346902, -0.678220], [-4.692611, 2.545491, 0.698922], [-3.502892, 2.377108, 1.383243], [1.218949, 3.396505, 0.400147], [3.043081, 4.954848, -2.001893], [3.771527, 3.635054, -1.142876], [0.310968, 0.588309, -2.259786], [0.783323, -1.796450, -1.895163], [3.044251, -2.539095, -1.247578], [4.822057, -0.846202, -0.853123], [4.407259, 1.506837, -1.342621], [0.088517, 4.729220, -1.785717], [-2.132559, 5.187456, -2.695134], [-3.017457, 3.856876, -4.587999], [-1.633844, 2.047406, -5.566195], [0.629783, 1.637398, -4.716344], [1.899731, 6.507600, -0.355838], [0.154399, 6.217896, 1.732518], [-1.237051, 3.895365, 2.643781], [0.220340, 3.121043, 3.273787], [-3.018773, -0.078881, 2.049050], [-3.408504, -1.777944, 3.781478], [-1.783251, -2.065499, 5.626947], [0.230479, -0.632131, 5.731908], [0.638378, 1.058771, 4.013817], [-1.499343, 1.566566, -1.250152], [-3.635963, 1.844990, -2.445817], [-5.677641, 2.474026, -1.205803], [-5.587407, 2.824144, 1.239324], [-3.474749, 2.514621, 2.457616], [-5.656998, -0.954111, -1.545705], [-4.255427, -1.855683, -1.077067], [-3.067778, -1.684468, -1.763447], [-1.962128, -2.419322, -1.360608], [-2.002459, -3.305626, -0.287741], [-0.721118, -3.992340, 0.138710], [-0.289641, -3.566625, 1.548931], [0.681304, -2.470851, 1.512912], [1.991807, -2.448792, 1.946727], [2.438565, -1.183224, 1.740442], [1.414486, -0.440968, 1.171666], [0.386341, -1.262562, 1.046562], [-0.800151, -5.402353, 0.127107], [-0.624166, -5.981020, -1.162149], [0.768403, -5.808783, -1.706993], [1.934780, -5.980978, -1.021798], [2.137804, -6.396785, 0.634517], [3.321179, -5.801041, -2.005043], [2.360251, -5.465045, -3.376389], [1.033450, -5.494976, -3.076710], [-3.221085, -3.450584, 0.371690], [-3.372761, -4.507854, 1.743720], [-4.345646, -2.740773, -0.013721], [-3.015183, -0.999773, -2.598435], [-1.030493, -2.301960, -1.903147], [0.053985, -3.653545, -0.560405], [0.143573, -4.413698, 2.074863], [-1.134324, -3.197373, 2.124336], [2.471142, -3.315836, 2.367917], [3.413213, -0.783627, 1.953053], [-0.576215, -1.018970, 0.630795], [-1.341438, -5.560008, -1.876065], [-0.868487, -7.035824, -1.043803], [2.823774, -5.264197, -4.329101], [0.252527, -5.322058, -3.805824], [-5.279627, -2.871256, 0.514497], [3.043853, 1.770356, 1.622168], [4.008855, 1.788417, 2.279614], [5.140124, 1.639620, 3.023813], [5.781992, 2.754019, 3.641739], [6.296484, 3.652216, 4.143612], [5.575343, 0.286052, 3.149906], [5.808744, -0.842616, 3.180276]],
  "atomic_forces_ev_per_a": [[-0.0959, 0.2575, -0.1534], [-0.0773, 0.1644, 0.0575], [-0.0506, -0.0812, -0.0522], [0.0010, -0.0960, 0.0005], [-0.1820, -0.1040, -0.2278], [-0.0484, 0.0290, 0.0273], [0.1110, 0.0872, -0.0146], [-0.0404, -0.1219, -0.0102], [-0.0002, -0.0480, 0.0769], [-0.0089, 0.0345, 0.0601], [-0.0273, 0.0349, 0.0366], [0.0217, -0.0487, -0.0037], [0.0057, -0.0442, 0.0230], [-0.0044, 0.0492, 0.0290], [0.0328, -0.0285, -0.0701], [0.0558, -0.3181, 0.1872], [-0.1392, 0.2764, 0.2209], [0.2109, 0.2005, -0.1588], [0.0966, -0.2084, -0.2831], [-0.2032, 0.2066, -0.1662], [0.1931, -0.3296, 0.5612], [-0.1672, -0.0540, -0.1985], [-0.0067, -0.0439, 0.0043], [0.0469, -0.0103, -0.0023], [0.0012, 0.0146, -0.0099], [-0.0228, 0.0418, -0.0197], [0.0811, -0.0774, -0.0154], [0.2397, 0.1335, -0.1723], [-0.1386, -0.0666, -0.0505], [0.0795, -0.0038, 0.0547], [0.0240, 0.0432, 0.0440], [-0.0395, 0.0005, -0.0062], [-0.0323, 0.0186, -0.1276], [-0.3392, -0.0514, 0.1449], [0.0176, -0.0003, -0.0034], [0.0034, -0.0023, 0.0531], [0.0479, 0.0355, -0.0723], [0.1550, 0.0710, -0.0216], [0.0335, -0.0761, -0.0153], [-0.0079, -0.0044, -0.0106], [-0.0015, 0.0028, -0.0057], [-0.0340, -0.0330, -0.0608], [-0.0021, -0.0054, -0.0047], [0.0026, 0.0063, 0.0081], [-0.0111, -0.0063, 0.0074], [0.0008, -0.0050, 0.0249], [-0.0315, -0.0031, 0.0348], [0.0230, 0.0051, -0.0326], [0.0285, 0.0368, 0.0671], [0.0589, -0.0169, 0.0025], [0.0407, -0.0426, 0.0117], [0.0130, 0.0049, -0.0081], [0.0038, 0.0033, -0.0095], [-0.0015, 0.0013, -0.0038], [0.0050, 0.0150, -0.0214], [-0.0045, 0.0530, 0.0297], [-0.0085, 0.0080, -0.0490], [0.0006, -0.0101, 0.0083], [0.0003, 0.0116, -0.0092], [0.0300, 0.0140, -0.0036], [0.0060, -0.0851, -0.0041], [-0.1012, 0.0397, 0.0363], [0.0787, -0.0440, 0.0177], [-0.0525, 0.0194, -0.1003], [0.0297, 0.1188, -0.1587], [0.0007, -0.1617, -0.0363], [0.0706, 0.1196, 0.2093], [0.0317, -0.1988, -0.1285], [-0.1841, 0.0160, 0.0129], [-0.1698, -0.0155, -0.0350], [0.2590, 0.0474, 0.0757], [-0.0263, 0.0813, 0.0749], [-0.0616, 0.1353, -0.0324], [-0.0161, 0.1325, 0.0579], [-0.0812, 0.0389, -0.1535], [-0.0500, -0.0682, 0.1287], [-0.0386, 0.0224, -0.0202], [0.1747, 0.0859, -0.0494], [-0.0968, 0.0523, -0.0020], [0.0286, -0.0247, 0.0455], [-0.0270, -0.0610, 0.1733], [-0.0339, 0.0129, -0.1139], [-0.0383, 0.0459, 0.0019], [0.0128, -0.0148, -0.0099], [-0.1400, -0.0534, 0.0097], [0.1257, -0.1212, 0.0331], [0.1019, 0.0036, -0.0776], [-0.0459, -0.1300, 0.1053], [-0.0025, 0.0183, -0.0130], [-0.0094, 0.0232, 0.0036], [-0.0537, 0.0342, 0.0029], [-0.0127, 0.0080, 0.0121], [0.0341, -0.0147, 0.0761], [-0.0114, -0.0082, 0.0189], [0.0171, -0.0040, 0.0208], [0.0038, -0.0057, -0.0062], [0.2691, 0.0704, 0.1395], [0.0681, -0.0722, -0.0419], [0.1659, 0.0780, 0.1504], [-0.0582, -0.3054, -0.1068], [-0.0201, 0.0295, -0.0132], [-0.1112, 0.2465, 0.0073], [0.0252, -0.0106, -0.0130]],
  "homo_ev": [-10.430, -10.435],
  "total_charge": 1,
  "multiplicity": 5,
  "lumo_ev": [-4.6, -3.6],
  "s2": 6.096,
  "homo_lumo_gap_ev": [5.8, 6.8]
}

(2)
{
  "formula": "CH5IN2",
  "method": "ωB97M-V with the def2-TZVPD basis set",
  "symbols": ["C", "N", "N", "I", "H", "H", "H", "H", "H"],
  "xyz": [[-1.539741, -0.544762, -1.218392], [-0.522371, -0.714805, -0.487132], [2.154570, 0.058163, 1.202421], [0.628023, 1.098456, 1.508780], [0.991737, 2.501971, 2.138573], [-1.884674, -1.422839, -1.762571], [-2.250947, 0.315421, -1.192139], [-0.002380, -1.569935, -0.478365], [2.425784, 0.278330, 0.288826]],
  "atomic_forces_ev_per_a": [[-0.1952, -1.8035, 0.5803], [-0.5910, 2.3318, 0.4792], [1.0909, -1.3628, 1.7071], [-2.4372, -0.2104, -0.4509], [0.8310, 1.2860, 0.7590], [-0.3448, 0.2226, -0.6774], [1.1667, -0.2578, 0.1204], [-0.1483, -0.7551, -0.6194], [0.6279, 0.5490, -1.8983]],
  "homo_ev": -8.419,
  "total_charge": 0,
  "lumo_ev": 0.5,
  "homo_lumo_gap_ev": 8.9
}

| no. | E_tot (Ha) |
| --- | --- |
| 1 | -5944.78741 |
| 2 | -448.11638 |